A single C5H7N molecule, computed with the ωB97M-V functional and the def2-TZVPD basis.

Calculated values
charge = 0
relative energy (zero: lowest compared OMol25 entry of this formula, charge and spin) = 530.3 kJ/mol
HOMO energy = -7.8584 eV
orbital gap = 8.541 eV
2S+1 = 1
electronic energy = -249.271270 hartree

Last column: natural (NBO) charge in e.
Element x y z (Å)
C 2.7931 -0.5274 0.4288  -0.2132
C 1.7915 0.1357 0.3571  -0.0288
C 0.5442 0.8935 0.2100  -0.2920
N -0.6082 0.0152 0.0695  -0.3892
C -0.8202 -0.7969 -0.9786  -0.1918
C -1.8986 0.1482 0.4981  -0.2892
H 3.6761 -1.1244 0.4939  0.2378
H 0.3698 1.5697 1.0527  0.2404
H 0.6054 1.5098 -0.7004  0.2205
H -1.1771 -1.8030 -0.8169  0.1938
H -0.4592 -0.5001 -1.9686  0.1632
H -2.1634 -0.0319 1.5414  0.1730
H -2.6535 0.5117 -0.1870  0.1756

Forces on atoms 1 to 2 (eV/Å):
-0.41 0.27 -0.01
0.44 -0.29 0.03